This record from the Open Molecules 2025 dataset describes 6 unconnected molecules or ions with the total composition C21H53NO12. The level of theory is ωB97M-V with the def2-TZVPD basis set.

The SMILES is C[N+](=O)[O-].COCCOC.COCCOC.COCCOC.COCCOC.COCCOC. The calculation puts the highest occupied orbital energy at -9.18 eV. The value obtained for the molar mass is 511.65 g/mol. The value obtained for the frontier orbital gap is 9.618 eV. For the total energy, the calculation gives -48684.45545 eV. The energy above the lowest of the compared OMol25 structures with the same formula, charge and spin is 205.3 kJ/mol.

Each line ends with the Mulliken charge.
CARTESIAN COORDINATES (ANGSTROEM)
C (0.132, 1.030, 0.399)  0.12
N (-0.402, 0.571, -0.900)  1.05
O (-1.476, 0.832, -1.229)  -0.59
O (0.362, -0.155, -1.554)  -0.50
H (-0.602, 0.740, 1.151)  -0.21
H (0.173, 2.117, 0.328)  0.34
H (1.034, 0.422, 0.467)  -0.18
C (2.602, -1.881, -7.493)  -0.80
O (1.569, -1.758, -6.519)  -0.29
C (1.348, -0.421, -6.222)  -0.46
C (0.443, -0.400, -4.994)  -0.31
O (-0.808, -0.858, -5.232)  -0.46
C (-0.975, -2.246, -5.438)  -0.68
H (3.603, -1.496, -7.297)  0.30
H (2.204, -1.454, -8.414)  0.33
H (2.760, -2.958, -7.557)  0.25
H (0.736, 0.015, -7.012)  0.30
H (2.286, 0.108, -6.054)  0.45
H (0.332, 0.547, -4.466)  0.21
H (0.860, -1.103, -4.273)  0.33
H (-2.057, -2.296, -5.560)  0.28
H (-0.633, -3.006, -4.735)  0.27
H (-0.449, -2.492, -6.361)  0.28
C (8.482, -3.950, 1.098)  -0.76
O (7.091, -3.938, 1.219)  -0.34
C (6.449, -3.057, 0.341)  -0.40
C (4.922, -2.789, 0.505)  -0.50
O (4.322, -1.988, -0.499)  -0.33
C (3.002, -1.751, -0.272)  -0.69
H (8.945, -4.696, 0.452)  0.30
H (9.017, -4.143, 2.028)  0.30
H (8.954, -3.018, 0.789)  0.31
H (6.575, -3.394, -0.688)  0.29
H (6.748, -2.026, 0.531)  0.28
H (4.747, -2.232, 1.425)  0.32
H (4.365, -3.720, 0.610)  0.34
H (2.418, -2.667, -0.182)  0.46
H (2.638, -1.278, -1.184)  0.10
H (2.758, -1.156, 0.608)  0.31
C (-8.100, 1.717, 3.804)  -0.82
O (-7.121, 1.754, 2.760)  -0.29
C (-6.644, 3.062, 2.396)  -0.52
C (-6.057, 2.995, 0.951)  -0.57
O (-4.675, 2.553, 1.111)  -0.26
C (-3.899, 2.517, -0.074)  -0.61
H (-8.885, 2.464, 3.689)  0.36
H (-7.740, 1.982, 4.798)  0.32
H (-8.574, 0.739, 3.888)  0.27
H (-5.842, 3.389, 3.058)  0.28
H (-7.448, 3.798, 2.420)  0.44
H (-6.272, 3.967, 0.507)  0.35
H (-6.463, 2.164, 0.376)  0.33
H (-4.157, 3.379, -0.689)  0.39
H (-4.216, 1.630, -0.623)  0.33
H (-2.821, 2.414, 0.051)  -0.01
C (1.853, 2.646, -2.289)  -0.94
O (2.409, 2.543, -1.000)  -0.36
C (3.586, 1.748, -0.972)  0.33
C (4.535, 2.074, 0.153)  -0.82
O (5.162, 3.330, 0.170)  -0.41
C (6.223, 3.517, -0.716)  -0.74
H (1.900, 1.709, -2.845)  0.32
H (2.405, 3.474, -2.733)  0.42
H (0.826, 3.007, -2.354)  0.26
H (4.208, 1.819, -1.865)  0.41
H (3.181, 0.743, -0.851)  -0.09
H (5.323, 1.339, 0.313)  0.42
H (4.053, 1.980, 1.126)  0.34
H (6.906, 4.216, -0.234)  0.27
H (5.870, 3.984, -1.636)  0.25
H (6.848, 2.633, -0.847)  0.35
C (-2.172, -0.024, 3.492)  -0.44
O (-2.879, -1.026, 4.143)  -0.40
C (-4.213, -0.664, 4.513)  -0.23
C (-4.818, -1.810, 5.298)  -0.52
O (-6.037, -1.434, 5.915)  -0.27
C (-6.537, -2.399, 6.701)  -0.82
H (-1.805, 0.713, 4.207)  0.34
H (-2.760, 0.538, 2.766)  0.04
H (-1.300, -0.390, 2.951)  0.24
H (-4.772, -0.365, 3.626)  0.23
H (-4.159, 0.223, 5.144)  0.30
H (-4.192, -2.182, 6.109)  0.33
H (-4.927, -2.623, 4.580)  0.28
H (-5.997, -2.436, 7.648)  0.33
H (-6.758, -3.331, 6.181)  0.31
H (-7.528, -2.128, 7.065)  0.27